Here is an isolated molecule of C15H23N3O5S2 from OMol25. Energies are from wB97M-V/def2-TZVPD.

Summary:
energy relative to the best compared isomer or geometry (same formula, charge and spin): 0.0 kJ/mol
LUMO level: 0.488 eV
SMILES: CC(C)CNC(=O)C(=O)NC[C@H]1OCCCN1S(=O)(=O)c1cccs1
Kohn-Sham gap: 0.36139 hartree

ORCA input file:
```
! RIJCOSX wB97M-V def2-TZVPD def2/J DEFGRID3
* xyz 0 1
S -3.79625 2.26893 -1.24488
S -3.32403 2.12835 -4.20220
O -0.39221 -2.06550 1.65958
O 1.49079 0.46621 3.16561
O -3.51725 3.32626 -0.32363
O -1.07461 0.39499 -0.57900
O -5.11957 2.11203 -1.76340
N 2.08382 -1.66880 2.61729
N -3.39882 0.84704 -0.46632
N -0.98424 0.05987 2.23685
C 4.06354 -0.61486 0.68249
C 5.83319 -1.74345 2.06241
C -2.13423 0.85158 0.21937
C -0.84987 2.77083 -3.94986
C -2.57241 -0.89285 -2.00539
C 4.35932 -1.74255 1.66731
C -1.38262 2.76605 -2.64279
C -0.13679 -0.97110 2.13708
C -3.73707 -0.38562 -1.15125
C -2.70167 2.43302 -2.62993
C -2.25254 0.09228 1.56673
C 3.48926 -1.60169 2.92469
C 1.24281 -0.63583 2.70801
C -1.29568 -0.88238 -1.16425
C -1.77783 2.44385 -4.88911
H -1.90318 1.90073 0.43707
H -2.43708 -0.24484 -2.87265
H 6.46042 -1.86387 1.18272
H 6.04889 -2.55679 2.75144
H 0.17429 3.00712 -4.17406
H 4.12045 -2.70044 1.19000
H 4.27234 0.34920 1.14046
H 6.09501 -0.80463 2.54470
H 1.71224 -2.50335 2.17922
H -2.77750 -1.90396 -2.35504
H -0.58090 0.91999 2.59171
H -1.33451 -1.65607 -0.38793
H -0.41500 -1.05707 -1.78564
H -1.64505 2.37446 -5.95039
H 3.01915 -0.62803 0.37833
H -2.55473 -0.94343 1.40130
H -4.00806 -1.13325 -0.39953
H -4.61758 -0.16517 -1.75571
H -0.82422 2.99042 -1.75386
H 4.68028 -0.71683 -0.20728
H 3.73973 -2.39169 3.64033
H 3.66090 -0.62935 3.39293
H -3.00091 0.60020 2.17649
*
```

Atomic partial charges in e from the Löwdin method, atoms 1 to 2:
1 S 0.620
2 S 1.052

Here is a structure of composition C29H31FIrNOPSi from OMol25. Energies are from wB97M-V/def2-TZVPD.

Summary:
energy relative to the best compared isomer or geometry (same formula, charge and spin): 84.6 kJ/mol
LUMO level (alpha / beta): -4.109 / -4.111 eV
Kohn-Sham gap (alpha / beta): 0.24109 / 0.24106 hartree

ORCA input file:
```
! RIJCOSX wB97M-V def2-TZVPD def2/J DEFGRID3
* xyz 1 1
Ir 0.02920 -1.39278 1.02498
P 0.16407 0.79729 0.61504
Si 0.88961 -2.65013 -1.94510
F -6.03819 -1.97253 0.24286
O 2.14470 -2.30968 2.92646
N 1.96292 -1.25339 2.07801
C -0.88545 1.63746 -3.22899
C -0.69545 -1.95165 -2.64142
C -4.70636 -1.85430 0.41685
C 2.99932 -0.57865 1.73411
C -0.70228 1.42259 -0.83975
C -0.17174 1.23687 -2.11481
C -0.95021 3.24309 4.29635
C -2.82950 -0.54750 1.06891
C -0.54318 3.13563 1.93103
C 2.33500 -1.48173 -2.19976
C -3.89273 -2.92344 0.10642
C 4.30617 1.13188 0.69315
C -2.14033 2.21040 -3.08396
C 3.41986 2.97786 -0.53980
C 3.02335 0.62869 0.89658
C -2.68416 2.38331 -1.82146
C 4.51186 2.30101 -0.03158
C -0.45250 1.13258 3.27639
C -0.34518 1.76082 2.03794
C 1.90980 1.30407 0.36656
C 2.13544 2.48274 -0.33760
C 0.77148 -2.91316 -0.07215
C -4.20220 -0.67168 0.90699
C -0.75370 1.87668 4.40505
C -1.96889 1.99322 -0.70118
C -1.93829 -1.58522 0.75663
C -2.52248 -2.78403 0.28587
C 1.24116 -4.28318 -2.78022
C -0.84977 3.87222 3.05899
H 1.29881 3.02563 -0.75113
H -3.66517 2.82054 -1.70386
H 3.55551 3.89160 -1.10079
H -1.01283 4.93664 2.97606
H 0.79145 0.77684 -2.25031
H 1.42222 -4.15897 -3.84674
H -0.84117 1.38758 5.36451
H -2.46630 0.38162 1.48559
H -0.32352 0.05824 3.36494
H -2.69536 2.52333 -3.95726
H -0.46260 1.49552 -4.21291
H -0.45892 3.63266 0.97324
H 1.77010 -3.10394 0.33119
H -1.50730 -2.67185 -2.55093
H -2.40033 2.14042 0.27684
H 2.21526 -0.57198 -1.61622
H 3.27000 -1.94604 -1.88234
H -1.01766 -1.04635 -2.14273
H -0.57119 -1.72608 -3.70156
H 2.45006 -1.19356 -3.24376
H 0.39007 -4.95664 -2.67232
H -4.87747 0.13533 1.15385
H -4.33090 -3.84094 -0.25902
H 5.51364 2.67136 -0.18623
H 3.97916 -0.88812 2.10920
H 3.09957 -2.42370 3.07862
H -1.90518 -3.63181 0.04338
H 2.11466 -4.77555 -2.35173
H -1.18351 3.82363 5.17710
H 5.15632 0.60798 1.10534
H 0.12125 -3.74876 0.20259
*
```

Atomic partial charges in e from the Löwdin method, atoms 1 to 2:
1 Ir 1.029
2 P 0.967

Here is a structure of composition C15H26N6O7Tm from OMol25. Energies are from wB97M-V/def2-TZVPD.

Summary:
energy relative to the best compared isomer or geometry (same formula, charge and spin): 0.0 kJ/mol
LUMO level (alpha / beta): -4.707 / -4.697 eV
Kohn-Sham gap (alpha / beta): 0.17696 / 0.17468 hartree

ORCA input file:
```
! RIJCOSX wB97M-V def2-TZVPD def2/J DEFGRID3
* xyz 1 3
Tm 0.61878 0.39877 -0.91456
O -1.59777 -1.75658 -1.77967
O 3.30065 2.86302 -2.22018
O -0.29838 2.94198 -1.29055
O 1.14768 -0.79972 -3.04043
O 3.34442 1.76208 0.13707
O -1.94882 -0.95767 5.89896
O 0.56397 -2.83096 -0.25184
N -0.71211 0.14868 1.12597
N -0.75955 1.86404 -1.84803
N 1.31842 -1.65623 -0.15758
N 2.68531 0.54224 -0.03937
N -3.90077 -1.36894 4.80463
N -1.40153 -0.46870 -1.88523
C 2.88267 -2.94865 1.33672
C -0.60248 -0.30519 3.49191
C 3.16238 -0.48769 0.69507
C -3.79880 -0.12717 -2.60049
C -2.05917 1.71782 -2.21880
C -0.00967 0.07435 2.28804
C 4.35752 -0.34110 1.57263
C -2.91249 2.90692 -2.39987
C -2.03800 -0.13557 1.16953
C 2.43286 -1.73074 0.59458
C -2.69310 -0.50483 2.34451
C -2.58122 -1.00422 4.84999
C 2.63509 2.06819 -3.24206
C -1.97027 -0.60785 3.54072
C -2.43308 0.34976 -2.27371
H 3.98275 -3.00563 1.33520
H 2.55785 -2.90661 2.39120
H -0.24974 -2.57890 -0.77711
H -3.87020 2.63999 -2.84789
H 5.24904 -0.76664 1.08704
H -3.79541 -0.76453 -3.49267
H -4.35374 -1.63674 3.94466
H 2.46898 -3.85076 0.87546
H -3.09795 3.39620 -1.43314
H 4.20610 -0.88476 2.51492
H 1.79170 -1.53096 -3.02381
H 0.30694 -1.16713 -3.39106
H 4.55593 0.71326 1.79572
H 1.54520 2.23242 -3.26227
H -4.46455 0.71958 -2.80354
H 0.01710 -0.36090 4.38445
H 3.05248 2.35217 -4.21984
H -4.23076 -0.69650 -1.76815
H 1.05845 0.32456 2.23098
H 3.33205 3.78924 -2.48804
H -3.76024 -0.70049 2.27456
H -4.29020 -1.72311 5.66362
H 2.88794 1.01411 -3.07167
H -2.56452 -0.06680 0.21382
H -2.40202 3.62742 -3.05006
H 3.33425 2.22548 -0.77032
*
```

Atomic partial charges in e from the Löwdin method, atoms 1 to 2:
1 Tm 1.516
2 O -0.215

Here is a cluster of 4 separate species, C16H36BBrNO12S in total from OMol25. Energies are from wB97M-V/def2-TZVPD.

Summary:
LUMO level: 2.079 eV
Kohn-Sham gap: 0.25172 hartree

ORCA input file:
```
! RIJCOSX wB97M-V def2-TZVPD def2/J DEFGRID3
* xyz -1 1
Br 1.59264 1.42051 5.03415
S -5.25325 3.95980 5.89498
O 0.65645 1.26397 -6.32075
O -1.46840 0.67249 -5.82042
O 2.56661 -4.90266 -1.45671
O -6.61508 3.15259 6.20075
O 3.98567 -5.81451 -2.79685
O 2.78075 -4.06767 -3.55750
O 0.10377 -0.76955 -5.51252
O -5.21739 3.98617 4.46360
O -5.28177 5.15797 6.69737
O -0.34822 -1.12808 1.08784
O 0.48946 -0.90292 -0.99928
O 1.82238 -0.64557 0.67657
N 1.66867 4.08218 6.49072
C 2.07163 -0.53139 2.09510
C -2.02172 2.08154 -7.74029
C -1.67680 1.95957 6.06871
C 4.67406 -5.85838 -4.05772
C -4.01642 2.84208 6.53108
C 5.76613 -4.81531 -4.13922
C -1.92168 1.97262 -6.23521
C 1.60559 -3.88122 -1.12151
C -3.08752 2.20021 5.48447
C -0.71554 3.14865 5.94075
C 0.56744 -0.89673 0.34238
C -0.82698 -1.13775 -1.52512
C -0.15527 0.46832 -5.92368
C 1.48551 -1.14677 -5.56719
C -1.68695 0.10349 -1.45456
C 3.07935 -4.84519 -2.68339
B 0.79320 2.84684 6.44763
H -1.25526 2.72943 -5.82238
H 0.81262 2.26437 7.52309
H 2.08988 -2.90956 -1.06817
H -1.23003 1.08099 5.58361
H -6.81860 3.28042 7.12698
H -0.68309 3.45116 4.87762
H 1.54508 -2.11746 -5.08239
H -3.03465 2.84336 4.60061
H 1.98765 4.34322 5.56295
H -0.65512 -1.43409 -2.55711
H -1.28485 -1.96834 -0.98596
H 6.45646 -4.92271 -3.30196
H 5.08559 -6.86539 -4.09871
H -1.08831 4.00500 6.52954
H 1.63160 0.37039 2.51243
H 1.81380 -1.21654 -6.60316
H -1.19223 0.93322 -1.96086
H -3.52529 1.24312 5.16490
H -1.78376 1.71192 7.13922
H 2.10130 -0.42527 -5.03459
H 1.68170 -1.39992 2.62092
H 3.94946 -5.74144 -4.86342
H -1.87579 0.38478 -0.41928
H -1.03734 2.00469 -8.19980
H -2.66009 1.29085 -8.13657
H 2.51482 3.90186 7.01905
H 1.21572 -4.16306 -0.14782
H -2.64107 -0.08168 -1.94876
H -4.57549 2.07178 7.07377
H -2.45558 3.04502 -8.01004
H 5.34456 -3.81143 -4.12003
H 6.32475 -4.93918 -5.06775
H 0.80683 -3.85210 -1.85858
H 3.15238 -0.48403 2.18483
H -3.45109 3.45025 7.25070
H -2.89832 2.07251 -5.76524
*
```

Atomic partial charges in e from the Löwdin method, atoms 1 to 2:
1 Br 0.397
2 S 0.611

Here is a cluster of 11 separate species, C20H61F3N17O13S in total from OMol25. Energies are from wB97M-V/def2-TZVPD.

Summary:
energy relative to the best compared isomer or geometry (same formula, charge and spin): 147.4 kJ/mol
LUMO level: 1.675 eV
Kohn-Sham gap: 0.29970 hartree

ORCA input file:
```
! RIJCOSX wB97M-V def2-TZVPD def2/J DEFGRID3
* xyz -1 1
S 0.12310 -0.54634 0.84660
F 1.57502 1.67702 0.62888
F 1.85212 0.32181 -1.06698
F 0.11130 1.60947 -0.89410
O 1.06491 7.75034 -3.13713
O 1.88358 5.41498 2.65451
O 3.58047 -5.19107 0.47742
O 4.39432 2.97338 3.89379
O -4.25513 2.30875 -2.67296
O -1.24388 -0.14283 1.14565
O -0.31534 -6.62930 1.44348
O 1.04724 -3.44341 4.16129
O -3.52512 -2.62540 4.00281
O 1.00301 -0.59477 2.03470
O 0.09339 -1.79772 0.10276
O -0.27169 -3.82841 -2.94187
O -6.32149 -2.08438 -0.07994
N 3.00693 -3.40498 5.29238
N 5.15304 -3.49574 -1.21453
N 2.57069 -1.77396 3.79227
N -0.21714 -5.47652 -0.46886
N -0.98097 -2.41635 -4.60250
N -4.55230 -1.06043 0.86838
N 2.23020 2.76172 3.23894
N 3.25827 4.83668 0.98385
N -1.36088 -2.10582 3.62092
N -5.24054 -3.02817 1.70951
N 3.56550 0.91639 3.38701
N -0.73325 -4.32641 1.36755
N -0.25610 -1.55024 -2.71919
N 0.60736 5.27337 -4.00066
N 2.72271 7.03136 1.26252
N -6.21747 0.14522 -1.74627
N -1.85509 -3.97883 4.76166
C 3.85712 -3.07910 -0.71941
C 0.99232 0.81779 -0.20788
C -5.35331 -2.14040 0.68747
C 0.55798 6.93626 -2.07453
C 3.44681 2.27656 3.59421
C 2.96907 -4.35158 -0.47641
C 3.22658 -2.21962 -1.75213
C -2.32096 -2.88338 4.12646
C 2.12055 -2.90237 4.40266
C -0.36198 -2.70104 -3.43659
C -5.28755 0.00621 -2.88338
C -0.08325 5.69144 -2.76975
C -0.00337 4.50473 -1.79104
C 3.21989 -4.93499 1.84195
C -4.90701 1.36992 -3.49843
C -3.08204 1.85130 -2.01406
C -0.38364 -5.53241 0.88968
C 1.84478 8.79631 -2.52952
C -5.84186 -0.99247 -3.89619
C 2.56001 5.74687 1.67644
H -6.68799 -0.62845 -4.48236
H -0.23628 -4.72895 -1.14628
H -0.37030 -2.28424 3.68069
H -6.16708 -1.93024 -3.44670
H -5.01127 -1.22592 -4.56805
H 0.09374 -6.39983 -0.73288
H 2.15294 -2.09996 -1.59979
H 1.03594 4.37649 -1.48835
H 2.66263 8.30296 -1.98869
H -0.67291 -3.48419 0.81429
H -0.58489 -0.61553 -2.88619
H 1.40980 6.63829 -1.46139
H -1.19336 -3.25149 -5.12959
H -3.75677 -1.12625 1.48186
H 3.74918 5.20353 0.18867
H 1.97946 -4.11245 -0.08237
H -0.79500 4.59384 -1.04275
H -0.29612 3.51886 -2.15526
H 5.69432 -3.98215 -0.51400
H 3.81562 -2.87851 5.56067
H -1.10792 5.95566 -3.03093
H -5.73915 1.82445 -4.04185
H -6.13790 -0.71609 -1.19182
H -2.31245 1.71841 -2.78031
H 4.85728 -4.08611 -1.98520
H 4.45159 0.48011 3.55799
H 4.04224 -2.58870 0.24023
H 2.92134 -4.90508 -1.41696
H 1.84693 -1.08150 3.62593
H 2.91163 3.90396 1.15855
H -5.94596 -3.74448 1.66769
H -4.27067 1.20389 -4.38064
H 2.51739 -5.69528 2.18965
H -0.22831 -1.67476 -1.70781
H 2.72302 0.42932 3.14709
H 1.37027 9.40640 -1.76057
H 1.50676 2.18334 2.84723
H 2.72806 -4.24342 5.77310
H 1.60360 5.20846 -3.81333
H 0.54338 6.09323 -4.59737
H -0.84508 -3.97370 4.80729
H -2.33989 -4.69929 5.25937
H -4.89457 -0.13355 0.69560
H -0.21298 7.47126 -1.51511
H 3.41109 -1.47566 4.25566
H 2.07807 7.67962 1.68293
H 3.60713 -1.19441 -1.77292
H -3.25301 0.96888 -1.39538
H 3.34702 -2.44466 -2.81545
H 4.11164 -5.07923 2.45451
H -0.83413 -4.19571 2.35833
H 2.04058 3.76472 3.21147
H -2.65376 2.59268 -1.33986
H 2.80745 -3.93780 1.99627
H 3.61655 7.33716 0.92196
H -4.45901 -3.03022 2.35358
H -0.88345 -1.47878 -4.94063
H -1.75063 -1.28708 3.18049
H -5.73726 0.89710 -1.25577
H -4.31322 -0.42994 -2.62642
H 2.38784 9.31162 -3.31959
*
```

Atomic partial charges in e from the Löwdin method, atoms 1 to 2:
1 S 0.550
2 F 0.105

Here is a structure of composition C33H33AuGeN2S2 from OMol25. Energies are from wB97M-V/def2-TZVPD.

Summary:
energy relative to the best compared isomer or geometry (same formula, charge and spin): 5.6 kJ/mol
LUMO level (alpha / beta): -2.776 / -5.111 eV
Kohn-Sham gap (alpha / beta): 0.28700 / 0.19867 hartree

ORCA input file:
```
! RIJCOSX wB97M-V def2-TZVPD def2/J DEFGRID3
* xyz 1 2
Au 0.34883 -0.42582 -0.41395
Ge 0.47460 -3.07087 -0.01329
S -1.15625 -1.82180 -1.45516
S -1.42250 1.68730 -0.26529
N 1.30140 0.05130 -2.64683
N 1.66587 1.38130 0.06446
C 1.26059 1.51315 -2.49413
C -0.42870 2.49235 0.86835
C -1.04812 3.39270 1.76081
C -0.98833 -3.73239 1.07598
C -0.45785 -0.73039 -5.83536
C 2.89142 0.84920 0.71463
C 1.06896 4.05551 2.62782
C -1.93276 -2.88474 1.65519
C 2.43785 -1.94896 3.54708
C -2.07769 -5.61660 2.12126
C 5.58870 -1.98216 1.58343
C 4.21687 -2.10297 1.91869
C 2.63845 -0.45567 -2.98158
C -1.40243 -1.65796 -5.42575
C -3.01111 -4.76458 2.69331
C 1.05752 -4.34449 -1.36502
C 3.75311 -2.58241 -0.41770
C 1.70454 3.14913 1.78341
C 2.04922 1.98325 -1.27097
C -2.94001 -3.39715 2.45868
C 3.76701 -1.88367 3.24456
C -0.31236 4.17584 2.62355
C 6.01359 -2.14682 0.29657
C 3.27430 -2.41058 0.90496
C -1.07115 -5.10204 1.31497
C -1.50266 -1.99090 -4.08788
C 0.31500 -0.49941 -3.55003
C 5.07971 -2.45113 -0.71660
C 0.39350 -0.17013 -4.89952
C 1.88834 -2.50458 1.24322
C 1.49942 -2.25905 2.53930
C -0.66401 -1.41304 -3.13164
C 0.98278 2.35341 0.91147
H 2.78094 3.07453 1.83414
H -3.79636 -5.16615 3.32056
H 3.33686 -0.27435 -2.16685
H 0.21812 1.81282 -2.41818
H 2.09672 -1.78054 4.56036
H 1.97437 3.06909 -1.20260
H 2.64131 0.43803 1.68994
H 7.06281 -2.05079 0.05032
H 3.05033 -2.81982 -1.20476
H -0.80749 4.86883 3.29049
H 1.35425 -3.83702 -2.28388
H 3.28691 0.05364 0.08936
H 1.89011 -4.94991 -1.00775
H -2.12758 3.46115 1.73356
H -0.37707 -0.45135 -6.87743
H 0.20723 -4.98698 -1.59725
H 4.49736 -1.65554 4.01233
H 0.45277 -2.33081 2.81446
H 1.69665 2.02555 -3.36391
H 6.29701 -1.75340 2.37120
H -1.88770 -1.81448 1.47533
H 2.58018 -1.53142 -3.13828
H -2.13312 -6.68225 2.30142
H 3.66738 1.61022 0.81864
H 3.03251 0.00523 -3.89644
H -2.25576 -2.69891 -3.76398
H 3.10317 1.75594 -1.42446
H -2.06852 -2.11765 -6.14378
H -0.35053 -5.78241 0.87208
H 1.14912 0.53752 -5.22072
H 5.42163 -2.58857 -1.73505
H 1.66711 4.65797 3.29938
H -3.67173 -2.73235 2.89944
*
```

Atomic partial charges in e from the Löwdin method, atoms 1 to 2:
1 Au 0.608
2 Ge 0.793

Here is an isolated molecule of C2H8N4O2 from OMol25. Energies are from wB97M-V/def2-TZVPD.

Summary:
energy relative to the best compared isomer or geometry (same formula, charge and spin): 614.9 kJ/mol
LUMO level: 0.753 eV
SMILES: CN(N)/C(=N\O)NO
Kohn-Sham gap: 0.33778 hartree

ORCA input file:
```
! RIJCOSX wB97M-V def2-TZVPD def2/J DEFGRID3
* xyz 0 1
O 2.35616 -0.03522 -0.29685
O -1.56426 0.60617 1.45262
N -0.68429 1.33325 0.70713
N -0.31112 -0.51658 -0.73048
N 1.44458 0.70557 0.44480
N -1.63177 -0.38939 -1.13083
C 0.26036 -1.85767 -0.72900
C 0.21630 0.48016 0.13278
H -0.12662 1.95040 1.27765
H 1.26519 -1.85511 -1.17046
H -1.13163 0.06127 2.13272
H 0.30448 -2.22195 0.32180
H 3.17967 0.21055 0.15104
H -1.77388 0.39858 -1.76828
H -0.38233 -2.51641 -1.31909
H -2.25179 -0.25983 -0.32865
*
```

Atomic partial charges in e from the Löwdin method, atoms 1 to 2:
1 O -0.078
2 O -0.058